# 1
C22H52Br2NO11P3Si2 | the ωB97M-V functional and the def2-TZVPD basis

Geometry as ORCA input:
```
! RIJCOSX wB97M-V def2-TZVPD def2/J DEFGRID3
* xyz 0 1
H -4.52 -1.61 -3.51
H -1.58 4.11 -0.66
N 5.93 4.39 -2.88
H -2.68 4.30 -2.02
O 0.18 -1.01 -1.53
H -7.96 -2.61 -0.41
H -3.60 -1.54 1.87
C 3.45 3.74 -3.09
C -6.17 -0.25 -3.50
H -2.41 -1.34 -0.31
H 6.58 5.74 -4.32
H -1.92 5.62 -3.51
H -9.77 -1.65 0.97
C 1.12 -4.18 7.66
C -0.55 4.13 -2.64
Si 2.05 2.88 -2.14
H 0.55 -3.48 0.96
H -0.23 -5.34 6.43
H 2.42 1.15 -0.17
H 4.36 -5.39 3.93
Br 1.91 0.09 -5.70
C 4.39 -4.50 4.56
C -8.85 -1.07 0.82
H 0.43 -0.17 -1.11
C -2.38 -0.51 0.40
H -9.11 -0.02 0.75
H 4.11 2.63 0.98
O 5.20 2.40 -2.08
H 4.68 -2.38 4.35
O 3.10 -4.24 5.15
H 1.57 -3.19 7.67
Br 3.05 -2.36 -1.22
O -6.90 -0.82 -0.58
P -5.46 -1.53 -0.20
O 1.28 1.63 -3.00
H 7.04 5.77 -1.73
H -0.24 -4.79 1.82
C 3.23 2.99 0.43
P 1.77 -5.00 4.52
H -0.51 3.37 -3.43
C -0.83 5.49 -3.38
H -0.37 5.40 -4.38
H -5.65 0.70 -3.42
Si 2.29 0.38 -3.48
H -1.94 2.70 -1.70
C 0.74 4.22 -1.76
H -6.37 -0.47 -4.55
H -8.74 -1.32 -1.30
H -3.46 0.20 2.12
C 2.59 2.21 -0.46
H -0.70 -3.65 6.64
C -5.36 -1.36 -2.86
H 1.22 5.20 -1.97
H 0.53 4.22 -0.68
H 2.05 -5.95 1.97
H 5.77 4.88 -0.82
H -2.40 0.41 -0.17
C -8.13 -1.53 -0.43
H 3.71 0.59 -3.20
C 6.01 5.36 -1.78
H 3.42 3.57 -4.18
C 1.92 -4.87 1.85
C 4.86 -3.29 3.78
O 2.02 -4.19 3.10
C 0.61 -4.54 1.18
H -1.44 -0.58 0.95
O -4.79 -0.33 0.68
H 4.32 -3.19 2.84
H 4.84 5.85 -4.03
O 0.77 -3.94 5.26
C -1.76 3.79 -1.70
C 5.68 5.13 -4.12
C 0.15 -4.32 6.49
H 5.09 -4.70 5.38
H 5.32 6.22 -1.93
H 5.50 4.49 -4.99
O -4.82 -0.92 -1.61
H 0.50 -5.09 0.24
O -5.95 -2.47 0.86
H -5.96 -2.27 -2.73
O 0.82 -6.05 4.02
P 1.44 -1.48 -2.52
H 2.75 -4.53 1.22
H 2.81 3.99 0.60
H -7.13 -0.13 -3.00
H 5.92 -3.37 3.55
C -3.56 -0.58 1.36
H -0.37 6.32 -2.83
H 1.93 -4.91 7.58
H 3.30 4.83 -2.96
C 4.88 3.41 -2.61
H 0.61 -4.35 8.61
H -8.22 -1.18 1.71
*
```

Summary:
* E_HOMO: -8.78 eV
* relative energy (zero: lowest compared OMol25 entry of this formula, charge and spin): 86.32 kcal per mole
* Kohn-Sham gap: 8.60 eV
* molar mass: 815.6 Da

Löwdin atomic charge list, values in e, 5 entries:
1 H 0.116
2 H 0.071
3 N -0.169
4 H 0.067
5 O -0.437

# 2
C22H52F6N4O2P | the ωB97M-V functional and the def2-TZVPD basis

Geometry as ORCA input:
```
! RIJCOSX wB97M-V def2-TZVPD def2/J DEFGRID3
* xyz 2 2
H -0.13 1.48 2.25
N 1.36 2.35 3.58
H -2.77 2.69 -3.55
N -0.88 -4.11 0.02
H -4.22 -4.60 0.73
H 0.92 -4.03 1.13
F -1.48 -0.88 -1.57
H -3.99 -0.38 -1.61
H -0.20 -2.59 1.31
N -3.07 2.30 -2.67
F -0.50 -0.60 0.48
C -2.56 -5.80 0.79
F 0.33 1.41 -0.20
H 0.92 3.52 -3.45
C 1.69 3.81 4.06
C 0.17 -3.56 -3.77
C -4.31 1.41 -2.82
H 1.10 0.52 4.82
H -3.03 -4.07 1.96
H 0.19 -4.29 -4.59
C -0.09 -3.68 1.29
H 3.94 1.88 -2.26
H -4.04 4.18 -2.14
H 1.67 2.32 6.88
H -1.02 -6.11 -0.82
H -3.34 -0.39 -3.30
C 2.99 1.37 -2.40
H -0.62 -4.12 2.14
H -2.45 4.02 -1.41
C 2.52 1.64 2.80
C 2.32 2.08 -3.56
H -0.28 -2.65 -4.17
F 0.82 -0.32 -1.44
H 1.87 3.59 -2.28
H 2.46 -0.59 3.26
H -5.03 -0.70 -3.04
H -3.81 3.02 -0.75
H 1.19 -3.44 -3.42
H 3.15 0.32 -2.62
F -0.70 1.28 -2.05
H 3.51 4.97 -3.53
C -3.37 3.48 -1.64
C -1.21 -5.65 0.15
H -0.75 -5.17 -2.53
H -2.43 -6.20 1.80
H 0.74 4.33 4.15
C -3.16 -4.44 0.94
H 3.53 3.92 5.17
O -5.37 1.99 -3.00
C 2.31 0.11 2.43
C 2.15 2.28 5.90
H 1.84 5.29 -4.14
C 2.48 3.70 5.33
H 3.45 1.75 3.37
H -0.81 2.92 3.26
H -2.23 1.82 -2.38
P -0.59 0.28 -0.88
C -0.03 -3.62 -1.21
H 0.19 3.11 1.88
H 0.01 -2.53 -1.15
H -2.83 -3.84 -0.96
C 1.06 1.60 4.91
H 2.16 4.41 3.28
H 2.92 4.23 -5.08
H 2.21 4.54 5.96
H 0.05 1.83 5.23
H 3.09 1.72 5.99
H -2.50 -2.48 0.09
H 0.93 -4.08 -0.98
H 4.20 -0.31 1.36
C 0.02 2.45 2.73
H 2.97 0.27 0.26
H 2.86 -1.28 0.86
H -3.20 -6.54 0.31
H -0.34 -5.99 0.71
F -1.96 1.11 -0.36
C 3.13 -0.27 1.19
H 1.25 -0.07 2.24
C 2.66 4.58 -4.08
H 2.52 2.19 1.86
N 1.91 3.52 -3.28
C -2.38 -3.56 0.00
C -0.65 -4.08 -2.53
O 1.91 1.59 -4.58
C -4.18 -0.13 -2.66
H 2.52 1.57 -1.43
H -1.64 -3.62 -2.57
*
```

Summary:
* E_HOMO (alpha / beta): -7.86 / -13.52 eV
* Kohn-Sham gap (alpha / beta): 3.55 / 9.21 eV
* molar mass: 549.6 Da

Löwdin atomic charge list, values in e, 5 entries:
1 H 0.067
2 N -0.214
3 H 0.156
4 N -0.188
5 H 0.133

# 3
C22H52N2O14P | the ωB97M-V functional and the def2-TZVPD basis

Geometry as ORCA input:
```
! RIJCOSX wB97M-V def2-TZVPD def2/J DEFGRID3
* xyz -1 1
H 0.01 -0.77 3.26
H -2.05 -0.97 -4.66
O 2.75 0.74 3.18
H 3.53 0.48 0.51
C -4.04 3.35 -0.46
C -3.42 -4.94 -0.97
H 3.40 -1.01 -0.35
O 2.03 -3.49 3.11
H -1.61 -3.04 -1.06
N 0.19 0.20 -0.03
H 3.07 -2.33 6.78
H -5.23 -1.11 1.54
C -1.25 -0.41 -4.32
C 3.90 3.95 -3.23
N -4.55 -0.39 1.28
H 0.17 -2.38 -6.16
O -2.73 3.23 -2.43
H 4.13 3.86 -4.27
H 3.06 1.97 -3.59
C 1.99 0.20 3.94
C 3.60 -0.73 5.25
C -3.67 3.98 -1.71
H 0.24 0.64 2.81
O -0.89 2.48 1.15
H 0.08 0.55 4.37
C 3.56 2.55 -2.79
H -0.47 -3.32 3.33
C 0.69 -1.84 -5.23
H -1.52 0.28 -3.64
H 4.28 1.96 -2.80
H -4.81 0.31 0.52
H 4.72 -1.93 6.77
C 1.44 -2.60 2.50
O 2.81 2.56 -1.62
H -4.20 -4.83 -1.83
H 0.92 -0.16 -0.52
H 1.31 -1.10 -5.87
C 3.78 -1.43 6.64
H -1.60 2.18 -1.26
O 0.45 -1.41 -2.80
H -4.48 2.37 -0.66
H 2.13 2.34 0.86
H -2.99 1.30 -2.24
H -0.53 -2.75 1.71
C -1.35 1.67 -3.37
H 4.85 4.50 -2.85
H -2.03 -1.94 0.18
H 3.87 -1.64 4.51
C 0.52 0.15 3.64
C 3.42 -1.55 1.62
H -3.76 -5.70 -0.34
P -2.08 1.63 1.40
O -4.11 -3.43 0.98
C -2.15 2.08 -2.17
H -3.06 3.39 0.11
O 2.24 -0.40 5.13
H 1.39 -2.71 -4.83
H -0.42 -1.42 2.73
C 1.96 1.62 -1.18
O -3.34 2.16 1.96
H 0.54 2.57 -0.04
H -4.45 0.20 2.09
C 1.38 1.95 0.16
O -4.18 5.02 -2.12
H 2.97 4.43 -3.57
C 3.74 -0.56 0.53
C 0.06 -1.23 -4.06
H 0.77 1.37 0.71
H 4.42 0.11 5.38
H 3.72 -1.11 2.57
H -1.00 0.14 -5.09
C -2.35 -2.54 -0.56
H -0.23 1.12 -0.59
O -2.56 0.98 -0.01
H -0.51 2.37 -3.60
H -3.63 -0.54 0.99
H 3.78 -2.57 1.48
O 1.99 -1.70 1.67
H -0.79 -0.26 0.17
C -0.06 -2.56 2.58
H 4.79 -0.53 0.64
H 0.52 0.50 0.76
O -1.65 0.41 2.05
H -4.97 3.84 -0.08
C -3.39 -3.63 -0.13
H 3.63 -0.73 7.37
H -2.34 -5.07 -1.36
H -1.95 1.74 -4.24
H -0.95 0.66 -3.19
O 1.66 0.54 -1.85
H -3.14 -1.84 -1.20
*
```

Summary:
* E_HOMO: -3.27 eV
* relative energy (zero: lowest compared OMol25 entry of this formula, charge and spin): 165.58 kcal per mole
* Kohn-Sham gap: 5.38 eV
* molar mass: 599.6 Da

Löwdin atomic charge list, values in e, 5 entries:
1 H 0.016
2 H 0.093
3 O 0.095
4 H 0.058
5 C -0.032

# 4
C22H52N2O7S7 | the ωB97M-V functional and the def2-TZVPD basis

Geometry as ORCA input:
```
! RIJCOSX wB97M-V def2-TZVPD def2/J DEFGRID3
* xyz 0 1
H -1.48 4.16 -2.39
C -2.56 7.12 -8.04
H -5.84 5.41 6.43
H -4.26 -2.20 7.60
S 3.61 1.05 5.04
C -3.65 -2.93 7.07
C -5.75 -5.11 -2.30
H -3.69 4.25 9.86
H 3.39 -0.85 3.67
S 2.64 -7.73 0.79
H -2.50 6.22 -7.43
H -5.34 -2.71 4.54
C 3.61 -0.04 6.61
C 0.09 8.04 -8.20
C 1.70 -7.46 -0.75
H 5.34 -1.75 -6.80
H 5.01 -0.80 4.28
H 4.72 5.31 -0.72
C 7.47 5.96 0.04
H 7.00 5.70 0.98
O 5.68 7.91 0.22
H -3.50 7.19 -8.59
H -6.20 -8.16 -1.66
C 5.28 5.85 -1.48
O 4.10 -7.24 0.61
H 7.75 5.08 -0.54
C -4.68 -1.84 4.60
H -2.02 2.64 -0.24
H -4.55 -1.50 3.58
C 2.74 -9.56 0.79
O 3.03 -3.52 -6.39
C -4.77 4.33 10.02
H 5.60 -5.72 -6.22
H -2.72 7.97 -7.37
H 5.16 -4.59 -5.12
H -4.96 -6.95 -3.32
C -1.12 1.03 -1.48
C -1.31 3.10 -2.31
H -0.06 9.09 -7.92
H 0.70 -7.88 -0.65
H 1.67 -6.42 -1.07
H 1.08 7.92 -8.63
H -5.02 3.53 10.72
H -5.25 -1.01 5.03
S -1.15 7.30 -9.27
H 8.35 6.51 0.38
S -3.13 -1.94 5.57
H -0.22 2.59 -4.23
C -6.79 -5.01 -1.42
H -4.98 6.00 7.71
H -7.20 -4.08 -1.07
C 5.46 -4.64 -6.17
H 3.13 -10.01 1.71
H 0.02 7.63 -7.19
H 1.70 -9.90 0.76
O -7.14 4.67 8.93
H -4.31 -3.74 6.75
N -0.61 1.05 -2.75
C -7.08 -6.33 -1.01
H 4.58 0.36 2.98
O -0.66 5.80 -9.42
N -6.23 -7.15 -1.68
O -2.01 -2.69 4.88
H 6.44 -4.23 -6.41
C -0.60 2.36 -3.25
H 3.38 -1.09 6.42
C -5.58 -6.43 -2.61
C 4.22 -0.17 3.87
H 2.76 0.26 7.23
C -1.59 2.34 -1.18
S 6.43 7.16 -0.89
H -5.26 -4.26 -2.75
O 4.60 2.20 5.39
H -5.12 5.23 10.54
H 4.47 6.25 -2.09
H 4.53 0.17 7.15
H 3.24 -9.99 -0.07
C -5.15 5.06 7.20
H -2.79 -3.41 7.53
S -5.80 3.96 8.55
H -4.20 4.77 6.76
C 5.05 -2.25 -7.73
H 5.82 -2.57 -8.43
H 4.28 -1.57 -8.09
H -7.79 -6.77 -0.32
S 4.19 -3.83 -7.34
H 2.14 -7.92 -1.63
H -1.02 0.14 -0.88
H -0.30 0.21 -3.22
H 5.81 5.10 -2.06
*
```

Summary:
* E_HOMO: -8.05 eV
* relative energy (zero: lowest compared OMol25 entry of this formula, charge and spin): 111.36 kcal per mole
* Kohn-Sham gap: 8.31 eV
* molar mass: 681.1 Da

Löwdin atomic charge list, values in e, 5 entries:
1 H 0.088
2 C -0.246
3 H 0.053
4 H 0.040
5 S 0.844

# 5
C22H52N2O7S7 | the ωB97M-V functional and the def2-TZVPD basis

Geometry as ORCA input:
```
! RIJCOSX wB97M-V def2-TZVPD def2/J DEFGRID3
* xyz 1 2
H -3.57 -1.28 3.40
C 0.64 2.06 -1.12
C -3.07 -0.93 2.49
C -3.17 -2.03 -3.84
H -1.09 -4.13 4.97
H -1.02 -0.58 -1.89
H 4.89 -1.95 0.60
H 1.32 4.06 0.81
H -2.60 5.63 -5.06
H -2.19 -1.54 2.30
H 1.30 -0.36 3.14
H 1.89 -2.39 -1.75
H 1.10 2.89 -1.64
H -3.96 -3.31 1.47
H 2.49 0.96 -0.79
S 4.74 0.27 1.77
H -5.38 -3.01 0.38
H -0.93 -6.38 2.99
S -0.30 5.86 0.84
C 6.51 0.15 2.35
H -4.17 -3.45 -2.41
O 4.59 1.68 1.15
C -0.59 0.75 0.09
O 1.22 1.22 6.15
H 3.06 1.66 3.94
H 2.51 3.22 3.97
O -5.36 0.02 1.57
C -0.78 2.45 -4.37
C 0.02 -4.05 -3.97
H -1.40 2.68 -0.79
C 0.97 4.72 1.61
H 1.36 -3.50 -0.53
H -1.17 4.98 -5.99
H 1.87 5.25 1.91
C -0.61 1.97 -0.58
H -2.51 -2.26 -0.60
C -4.80 -2.66 1.24
H 6.90 -0.86 2.45
H 1.98 2.06 2.63
C -2.15 -1.08 -3.63
H -0.13 -4.81 -4.74
H -2.25 -3.51 3.63
H -0.36 0.04 3.31
H -1.20 -2.46 4.37
C -2.63 -2.03 -1.65
H -2.68 0.07 2.66
H -0.45 1.76 -3.59
N 1.48 1.04 -0.73
H 0.72 5.32 -1.31
H 6.76 0.46 3.37
H -0.57 -6.05 1.37
O -0.39 7.13 1.61
O 0.31 4.92 -3.57
C 1.16 -3.17 -1.55
H 5.75 -0.58 -0.25
H -0.03 2.33 -5.15
C 0.70 6.21 -0.67
C -0.93 -5.56 2.28
H 1.11 -0.64 0.51
H 1.69 6.32 -0.23
H -1.95 -5.24 2.05
H -1.67 2.06 -4.86
H -1.40 0.40 0.72
S -1.02 4.16 -3.69
H 0.19 -2.69 -1.69
C 0.66 0.21 0.01
H 0.51 -0.89 4.59
H 4.08 -0.76 -0.42
S -4.25 -0.87 1.05
H -0.92 -3.98 -3.43
N -1.74 -1.13 -2.33
S 0.83 1.59 4.70
H -5.47 -2.74 2.10
S 0.00 -4.09 2.82
H -3.64 -2.18 -4.80
C 0.56 -0.06 3.89
H 7.19 0.69 1.68
C -3.48 -2.64 -2.56
C -1.25 -3.51 4.08
C -1.92 4.79 -5.22
S 1.37 -4.55 -2.75
H -2.55 4.02 -5.67
C 2.16 2.23 3.70
C 4.87 -0.90 0.31
O 2.65 -4.09 -3.40
H 0.27 7.02 -1.25
H 0.61 4.16 2.47
H 0.30 -3.12 -4.47
H -1.54 -0.46 -4.29
O -0.04 -2.99 1.73
*
```

Summary:
* E_HOMO (alpha / beta): -10.17 / -10.17 eV
* relative energy (zero: lowest compared OMol25 entry of this formula, charge and spin): 38.18 kcal per mole
* Kohn-Sham gap (alpha / beta): 6.47 / 2.08 eV
* molar mass: 681.1 Da

Löwdin atomic charge list, values in e, 5 entries:
1 H 0.060
2 C -0.168
3 C -0.283
4 C -0.091
5 H 0.057